Formula: C5H13N2O
Source: the OMol25 dataset
Level of theory: ωB97M-V/def2-TZVPD

Computed properties:
E_tot	-10415.9398	eV
Kohn-Sham gap	9.37	eV
maximum force	0.03846	Eh/bohr
energy above the lowest of the compared OMol25 structures with the same formula, charge and spin	52.0	kcal/mol
SMILES	C[C@H](C=O)NCC[NH3+]
M	117.2	g mol⁻¹
highest occupied orbital energy	-12.8	eV
spin multiplicity	1
charge	+1

CARTESIAN COORDINATES (ANGSTROEM)
O -0.32950 -0.84514 -1.62182
H -0.75655 0.79468 1.92891
H -2.46541 0.15799 0.52529
H -0.82364 -2.16538 1.43859
N 1.93787 1.38735 -0.93736
H 1.09230 -0.79924 0.37428
N -0.46987 0.44194 1.03555
C -1.22849 -0.17513 -1.16870
H 1.71953 2.33598 -1.21821
H -1.70716 0.63154 -1.74880
H 1.25681 -0.17446 1.97067
H 1.25309 0.71362 -1.31444
C -1.49766 -0.32359 0.35764
H 1.36172 2.23051 0.90316
C -1.56536 -1.83368 0.71613
H 2.83173 1.10941 0.96537
H -2.56735 -2.00321 1.11204
H -1.45120 -2.45435 -0.16428
C 0.91937 0.11615 0.95778
H 2.75489 1.05493 -1.45957
C 1.81814 1.28846 0.60677

Taken from the Mulliken analysis, the atomic charges in e are:
1. O -0.504
2. H 0.244
3. H 0.484
4. H 0.321
5. N -0.194
6. H 0.536
7. N -0.259
8. C -0.235
9. H 0.354
10. H 0.365
11. H 0.414
12. H 0.187
13. C 0.235
14. H 0.353
15. C -1.206
16. H 0.340
17. H 0.344
18. H 0.315
19. C -0.838
20. H 0.385
21. C -0.642



Formula: C7H10N2O6
Source: the OMol25 dataset
Level of theory: ωB97M-V/def2-TZVPD

Computed properties:
E_tot	-22677.9552	eV
Kohn-Sham gap (alpha / beta)	9.28 / 9.28	eV
maximum force	0.09320	Eh/bohr
energy above the lowest of the compared OMol25 structures with the same formula, charge and spin	133.3	kcal/mol
M	218.2	g mol⁻¹
highest occupied orbital energy (alpha / beta)	-10.0 / -10.0	eV
spin multiplicity	1

CARTESIAN COORDINATES (ANGSTROEM)
H 0.12503 -2.28300 -1.35500
O -1.70868 -0.61121 2.01202
O -3.74755 -0.95463 -1.33716
H 0.89742 2.87409 2.27072
C 0.59034 1.45006 -0.11187
H -0.88717 2.78267 2.77702
N -3.32618 0.13874 -1.08057
H 0.63352 0.32205 -2.56206
H -1.14977 -1.33596 -2.25277
H -2.65532 2.09023 1.21866
N -2.44543 -0.84556 0.83674
O -3.38841 1.11187 -1.80595
C 0.72003 -0.27171 -1.74044
H 0.49948 -2.13498 -2.95546
H -1.32857 -1.53441 2.33399
C -1.99785 1.62233 0.50701
C -0.15082 2.56568 2.03657
O -2.76522 -1.99701 0.63677
H -2.32280 2.27430 -0.40472
C -0.43444 1.96565 0.88077
O 1.73148 1.69120 -0.32280
C -0.01293 -1.58651 -2.12802
H 1.77130 -0.46147 -1.58299
O 0.01778 0.35070 -0.63791
C -2.63570 0.22787 0.12311

Taken from the Mulliken analysis, the atomic charges in e are:
1. H 0.318
2. O -0.434
3. O -0.579
4. H 0.286
5. C 0.592
6. H 0.351
7. N 1.077
8. H 0.375
9. H 0.193
10. H 0.571
11. N 0.844
12. O -0.651
13. C -0.480
14. H 0.381
15. H 0.391
16. C -1.210
17. C -1.063
18. O -0.653
19. H 0.421
20. C 0.622
21. O -0.583
22. C -0.980
23. H 0.376
24. O -0.095
25. C -0.073



Formula: C8H9INO2
Source: the OMol25 dataset
Level of theory: ωB97M-V/def2-TZVPD

Computed properties:
E_tot	-22126.1739	eV
Kohn-Sham gap	6.57	eV
maximum force	0.09538	Eh/bohr
energy above the lowest of the compared OMol25 structures with the same formula, charge and spin	87.9	kcal/mol
M	278.1	g mol⁻¹
highest occupied orbital energy	-3.8	eV
spin multiplicity	1
charge	-1

CARTESIAN COORDINATES (ANGSTROEM)
H -0.41061 -2.81766 1.70493
C -0.81736 -0.33607 -0.16527
N -0.93679 -1.29876 0.61536
H 2.16165 -2.31116 -1.94666
H -0.16318 1.81191 1.18362
H -2.31020 0.96233 0.57804
C 0.71215 -0.82722 -1.68526
C -1.53358 0.98353 -0.18840
I 2.48717 2.77697 -2.43279
C -0.20763 -2.39868 0.62833
C 1.23043 -2.00143 -1.43991
H 0.51021 1.82574 -0.27664
H 1.24166 -3.69818 0.04154
C -0.39760 1.98453 0.10903
H -2.09101 1.12939 -1.13213
O -3.03461 -0.59093 1.83277
O -1.53933 -1.89107 2.85235
H -0.76225 2.95001 -0.03441
C 0.71391 -2.80792 -0.29126
H 1.07733 -0.06760 -2.37445
C -2.11319 -1.25197 2.06773

Taken from the Mulliken analysis, the atomic charges in e are:
1. H 0.366
2. C 0.299
3. N -0.214
4. H 0.328
5. H 0.327
6. H 0.276
7. C -0.612
8. C -0.352
9. I -0.887
10. C -0.161
11. C -0.053
12. H 0.322
13. H 0.306
14. C -1.242
15. H 0.334
16. O -0.522
17. O -0.534
18. H 0.351
19. C -0.348
20. H 0.313
21. C 0.705



Formula: C4H15NO2
Source: the OMol25 dataset
Level of theory: ωB97M-V/def2-TZVPD

Computed properties:
E_tot	-9974.2797	eV
Kohn-Sham gap	10.17	eV
maximum force	0.08005	Eh/bohr
energy above the lowest of the compared OMol25 structures with the same formula, charge and spin	64.7	kcal/mol
SMILES	CCCNC.O.O
M	109.2	g mol⁻¹
highest occupied orbital energy	-9.3	eV
spin multiplicity	1

CARTESIAN COORDINATES (ANGSTROEM)
H -1.33380 -1.20210 0.94134
H 0.40385 -0.62166 2.08463
C 1.12118 -0.50858 1.38938
C -1.98621 -0.25682 -0.76562
H 6.89385 -2.53766 1.47588
H -2.70083 4.12062 0.23325
H -3.51442 4.85757 -0.86582
O -3.63965 4.26268 0.01481
H -0.50496 -1.68211 -0.45385
H 1.35433 -1.52654 1.12454
H -1.33625 1.45869 -2.20942
O 6.04569 -2.46628 2.00185
H 2.00798 0.02610 1.70727
C -0.86776 -0.76557 0.06998
N 0.24897 0.21057 0.27869
H -1.91898 -0.11008 -3.03541
H 0.87405 0.08543 -0.56269
H -2.63741 0.61033 -0.41192
H 6.05766 -3.37912 2.38345
H -2.73370 -1.02914 -0.94407
H -0.36747 0.08924 -2.34886
C -1.46612 0.36443 -2.10742

Taken from the Mulliken analysis, the atomic charges in e are:
1. H 0.445
2. H 0.425
3. C -0.957
4. C -0.403
5. H 0.325
6. H 0.325
7. H 0.333
8. O -0.661
9. H 0.324
10. H 0.328
11. H 0.297
12. O -0.647
13. H 0.296
14. C -0.638
15. N -0.510
16. H 0.301
17. H 0.289
18. H 0.230
19. H 0.323
20. H 0.342
21. H 0.219
22. C -0.986



Formula: C8H6ClO3P
Source: the OMol25 dataset
Level of theory: ωB97M-V/def2-TZVPD

Computed properties:
E_tot	-36345.8098	eV
Kohn-Sham gap	8.61	eV
maximum force	0.05345	Eh/bohr
energy above the lowest of the compared OMol25 structures with the same formula, charge and spin	0.0	kcal/mol
SMILES	O=P(Cl)(c1ccco1)c1ccco1
M	216.6	g mol⁻¹
highest occupied orbital energy	-9.5	eV
spin multiplicity	1

CARTESIAN COORDINATES (ANGSTROEM)
C -0.23221 0.09235 3.02971
O 0.16840 -0.37646 -2.78579
H 0.53123 1.70534 4.28455
O -0.13615 -0.20661 1.73085
C 0.44876 1.23997 3.32357
C -0.17618 -0.25533 -1.49331
H -0.54018 -1.47903 -4.37361
H -2.37899 -2.38685 -2.58147
C 1.00335 1.68057 2.10684
H 1.60985 2.54262 1.91969
C -0.67533 -1.24733 -3.33600
P 0.91667 0.82112 -0.58482
Cl 3.04623 -0.57346 -1.06681
C -1.58196 -1.69309 -2.41539
O 1.18030 2.14832 -1.11306
H -1.73345 -1.14911 -0.25250
C -1.24915 -1.05549 -1.20184
C 0.60753 0.76392 1.16310
H -0.80873 -0.57146 3.64630

Taken from the Mulliken analysis, the atomic charges in e are:
1. C -0.360
2. O -0.246
3. H 0.408
4. O -0.254
5. C -0.564
6. C -0.070
7. H 0.446
8. H 0.408
9. C -0.143
10. H 0.500
11. C -0.331
12. P 0.583
13. Cl -0.395
14. C -0.671
15. O -0.618
16. H 0.538
17. C 0.082
18. C 0.227
19. H 0.460



Formula: C27H26F2N4O2S
Source: the OMol25 dataset
Level of theory: ωB97M-V/def2-TZVPD

Computed properties:
E_tot	-54748.2441	eV
Kohn-Sham gap	8.38	eV
maximum force	0.01186	Eh/bohr
energy above the lowest of the compared OMol25 structures with the same formula, charge and spin	1.0	kcal/mol
SMILES	O=C1Nc2cc(C(=O)N3CCN(c4ccccc4F)CC3)ccc2N[C@H]1CSCc1ccccc1F
M	508.6	g mol⁻¹
highest occupied orbital energy	-8.0	eV
spin multiplicity	1

CARTESIAN COORDINATES (ANGSTROEM)
F 3.87707 -5.15096 3.55964
C 3.54434 -2.60230 4.71708
N -0.64322 1.28015 -3.40104
C 1.99418 -6.06330 4.63239
C -1.30301 1.94683 -4.50463
H 3.89100 -1.10235 1.38935
H -1.01901 3.20817 -1.50365
H 4.36787 -2.88883 4.06401
C -5.57073 6.14853 -2.20097
C 0.93138 -5.90701 5.50354
C 1.53915 -1.51393 -0.84883
C -4.66099 5.82523 -1.21104
S 2.63062 -1.21710 3.92465
H -6.34361 6.87888 -2.02274
C -5.48121 5.51672 -3.42988
C 2.83267 -4.98967 4.40387
C 1.60414 -3.46204 0.61976
H 3.94576 -2.15878 5.62834
C 2.64918 -3.75631 5.01911
C -3.54462 4.23864 -2.67124
H -0.92670 0.75446 -1.40087
H -2.95719 4.68346 -0.65634
H 3.84935 0.82151 -0.04205
H -2.58923 2.54936 -0.95779
O 1.23894 -4.58247 0.90129
H -2.17805 1.35911 -4.79852
C -4.49484 4.57905 -3.64367
C 0.72526 -4.69105 6.13540
H 1.10454 -2.90094 3.14920
N 3.24934 -1.63135 0.81362
H -0.59742 2.00283 -5.33432
H 2.73545 1.98192 -1.91663
N -2.59858 3.25278 -2.91499
H 2.17859 -6.99445 4.12187
H -2.36249 0.62597 -2.45098
F -4.47579 3.95641 -4.85126
H 0.09427 -1.33845 -2.40963
H 0.50011 -3.29592 -1.06546
H 0.97032 -1.35695 2.27030
C -1.74337 3.34773 -4.08446
O 1.38193 1.47945 -4.37507
H -0.84811 3.94674 -3.84988
C 0.70626 1.11967 -3.42824
C 0.90097 -0.85155 -1.88054
N 1.15580 -2.80413 -0.47161
H -4.71588 6.30984 -0.24783
C 2.39474 1.00791 -1.60189
C 2.60253 -0.90891 -0.16050
C 2.53850 -2.66179 1.52623
C -3.66548 4.89392 -1.44194
C 1.57451 -3.62771 5.89276
C 1.31863 0.42253 -2.25822
H 3.26836 -3.36434 1.94246
H 1.40791 -2.67395 6.37181
C 3.02056 0.35805 -0.55561
H -2.27104 3.82491 -4.90620
H -6.17876 5.72798 -4.22512
H 0.26414 -6.73458 5.68720
C -1.90997 2.63320 -1.80724
C -1.47036 1.22027 -2.22236
C 1.66434 -2.10174 2.66295
H -0.10307 -4.56937 6.81636

Taken from the Mulliken analysis, the atomic charges in e are:
1. F -0.398
2. C -1.132
3. N 0.142
4. C -0.667
5. C -0.987
6. H 0.341
7. H 0.326
8. H 0.387
9. C -0.422
10. C -0.358
11. C 0.817
12. C -0.815
13. S -0.135
14. H 0.375
15. C -0.599
16. C 0.829
17. C -0.120
18. H 0.501
19. C 0.011
20. C 0.113
21. H 0.473
22. H 0.399
23. H 0.374
24. H 0.578
25. O -0.688
26. H 0.295
27. C 0.482
28. C -0.651
29. H 0.439
30. N -0.154
31. H 0.509
32. H 0.492
33. N 0.280
34. H 0.431
35. H 0.185
36. F -0.315
37. H 0.390
38. H 0.261
39. H 0.417
40. C -0.629
41. O -0.661
42. H 0.238
43. C 0.236
44. C -0.426
45. N -0.028
46. H 0.379
47. C -1.096
48. C 0.795
49. C -0.001
50. C -0.198
51. C -0.065
52. C 0.159
53. H 0.345
54. H 0.382
55. C -1.012
56. H 0.494
57. H 0.429
58. H 0.386
59. C -0.966
60. C -0.809
61. C -0.764
62. H 0.405



Formula: C26H40ClGeMnN4O8P
Source: the OMol25 dataset
Level of theory: ωB97M-V/def2-TZVPD

Computed properties:
E_tot	-159604.1887	eV
Kohn-Sham gap (alpha / beta)	3.44 / 3.86	eV
maximum force	0.01657	Eh/bohr
energy above the lowest of the compared OMol25 structures with the same formula, charge and spin	0.0	kcal/mol
M	730.6	g mol⁻¹
⟨S²⟩	8.762
highest occupied orbital energy (alpha / beta)	0.8 / 0.4	eV
spin multiplicity	6
charge	-2

CARTESIAN COORDINATES (ANGSTROEM)
O 1.50232 2.48413 3.81919
H 5.62919 1.35292 -3.78520
H 0.83533 1.73502 3.49618
Mn -0.18192 -0.76932 -1.03295
Cl 4.03786 3.70544 0.14355
H -0.23286 -3.24296 1.11349
C -2.78254 4.92579 0.32960
C 1.86771 1.18047 -2.91895
N -2.38259 -1.66551 -0.58232
O 3.20891 3.67441 3.05551
C 4.57342 1.32444 -3.54827
O -3.74319 1.34798 -0.80897
H 1.57799 0.57619 -4.94731
H -1.75559 5.16619 -4.65556
H 1.81244 -2.04856 -2.58613
H -4.42987 2.79518 0.86340
H -4.03686 -3.88039 1.22014
C -0.43353 3.95227 -2.58248
H 4.87410 1.81926 -1.47995
O -0.43931 -0.43835 1.17063
O -1.75803 2.76180 0.02947
P -2.41323 1.88579 -1.16407
C -1.36769 3.83195 2.08059
H -1.75418 4.52347 2.83493
H -3.48765 4.75412 -0.48626
H -5.41677 -3.18302 2.09309
C -1.46574 2.45061 -4.32788
C 0.27735 -4.10967 0.67896
H 3.33226 -4.90296 -1.96507
H 1.70981 -5.61908 -1.95499
O -1.28766 1.00632 -1.62436
C 3.17767 -3.00609 0.77377
H -3.23676 5.59889 1.06197
C -4.78468 -0.57846 1.51372
H 4.04225 -2.63268 0.21449
C 1.16799 1.25952 1.08923
H -3.39496 1.99717 2.04960
H -4.66035 0.22222 0.78668
C -4.38977 -3.00990 1.76875
C 0.14856 0.43019 1.83124
H -1.02897 1.56130 -3.87829
H -5.83551 -0.66420 1.79861
C 2.80603 2.54375 0.37939
C 2.47371 -5.14659 -1.32915
O -0.00621 0.67919 3.05912
H -4.18682 -0.35787 2.40495
H -0.79118 2.84298 -5.09542
H 0.66124 -4.73414 1.49341
N 2.32759 1.77394 -0.62769
C -2.40473 4.72276 -3.89614
H -3.75504 -2.87319 2.65164
H -0.45456 -4.68451 0.10239
H -3.34589 4.42205 -4.36257
C 4.15271 1.60292 -2.25468
C 1.12750 -2.15882 -1.73785
H -0.62590 4.77900 -1.89837
C 2.29982 0.89104 -4.20422
C -3.65325 2.96203 1.60907
Ge 1.71048 -3.45742 -0.54746
C 2.31720 2.87026 2.87028
H -2.62041 5.47429 -3.13282
C -3.29798 -1.75286 0.09857
H 3.49979 -3.83911 1.41188
C -1.73045 3.51167 -3.25968
C 3.64702 0.97307 -4.52046
N 1.30903 1.02237 -0.19148
H -1.88841 5.40534 -0.07249
C -2.41140 3.60247 0.99640
C 2.10020 2.25145 1.52419
H 0.00196 3.13671 -2.01021
H -4.02771 3.62133 2.39703
H 2.81160 -2.19469 1.41356
O -2.69368 3.01241 -2.31688
C 2.80008 1.55180 -1.96288
H -2.41066 2.16435 -4.79685
N -4.36339 -1.84035 0.90051
H 2.80145 -5.85760 -0.56055
H 3.98171 0.73473 -5.52422
H 0.28340 4.28209 -3.33947
H 0.83428 1.10263 -2.65399
H -0.46005 4.26048 1.64764
H -1.09804 2.89072 2.56126

Taken from the Mulliken analysis, the atomic charges in e are:
1. O -0.597
2. H 0.354
3. H 0.374
4. Mn -0.172
5. Cl -0.189
6. H 0.185
7. C -1.782
8. C 1.204
9. N -0.394
10. O -0.696
11. C -0.727
12. O -1.031
13. H 0.440
14. H 0.381
15. H 0.196
16. H 0.447
17. H 0.379
18. C -0.790
19. H 0.425
20. O -0.093
21. O 0.675
22. P -0.383
23. C -1.691
24. H 0.465
25. H 0.362
26. H 0.309
27. C -1.385
28. C -1.105
29. H 0.347
30. H 0.353
31. O -0.102
32. C -1.362
33. H 0.467
34. C -0.719
35. H 0.335
36. C 0.023
37. H 0.216
38. H 0.094
39. C -1.002
40. C 0.624
41. H 0.031
42. H 0.358
43. C -0.142
44. C -1.330
45. O -0.887
46. H 0.359
47. H 0.424
48. H 0.394
49. N -0.142
50. C -1.952
51. H 0.314
52. H 0.302
53. H 0.399
54. C -0.604
55. C 0.006
56. H 0.130
57. C -1.230
58. C -1.691
59. Ge 0.170
60. C 0.501
61. H 0.402
62. C 0.407
63. H 0.399
64. C 1.787
65. C -0.463
66. N 1.016
67. H 0.295
68. C 1.832
69. C -0.029
70. H -0.206
71. H 0.464
72. H 0.323
73. O -0.413
74. C 0.170
75. H 0.338
76. N -0.058
77. H 0.318
78. H 0.382
79. H 0.606
80. H -0.078
81. H 0.352
82. H 0.315